No. 1
Computed, not measured: a structure of composition C36H45Br2InN6O2Si, with the ωB97M-V functional and the def2-TZVPD basis.

## Properties
HOMO-LUMO gap in eV: 6.842
2S+1: 1
Total energy in Ha: -7505.62250

Cartesian coordinates (Å):
H (0.95893, -1.66901, -4.08519)
H (-1.58005, 2.24507, 0.07658)
C (1.98873, -1.34151, -4.02201)
H (-4.53715, -2.70165, -1.30940)
H (-4.24667, -1.92528, -2.86833)
H (3.96973, 0.10035, -3.39837)
H (-2.63097, 0.22800, -0.19799)
N (2.28969, -0.87272, -2.68842)
C (-2.22674, 2.52885, 3.41912)
C (3.43319, 4.71311, -0.31626)
C (-1.20608, -2.41321, -3.94793)
C (2.20649, 2.62268, 0.04594)
H (-3.22148, 2.88824, 5.16834)
C (-2.48082, 2.00656, 2.01934)
Si (-1.29214, -1.06516, -2.61843)
C (-0.32264, -2.51719, 5.18623)
H (-0.83855, -2.04353, -4.90666)
C (2.30989, -3.77726, 0.33900)
H (2.63741, -2.19178, -4.26337)
H (1.55991, 1.26533, 4.20324)
H (-0.89049, 1.80437, -5.09215)
H (-0.54782, -3.22545, -3.62766)
H (-3.93792, 0.16913, -1.38413)
H (-3.32006, 2.58386, 1.61455)
C (-1.26587, 2.12483, 1.10828)
C (0.32374, -2.90120, 3.99281)
H (-4.21585, 2.23009, 3.91319)
C (3.58939, 4.91340, 1.02515)
C (2.65471, 3.13690, 4.17069)
C (-3.04027, 0.44026, -4.24920)
N (-3.30857, 2.50327, 4.24387)
H (-2.84410, 0.97864, 2.11282)
H (3.82870, 5.43049, -1.02150)
H (0.34555, 1.07269, -4.07080)
C (-2.04065, -2.48628, -0.27174)
H (-3.28748, 1.38214, -4.75148)
H (-1.68191, 2.70991, -3.14113)
C (1.99225, 2.04516, 3.58900)
C (0.43596, -1.91852, 2.98217)
H (2.62220, -4.79558, 0.13591)
H (2.16180, -0.56040, -4.76468)
H (4.34985, -1.35267, -2.45861)
O (1.57886, 1.57580, -0.37606)
C (0.85308, -4.19398, 3.78512)
H (0.76160, -4.94106, 4.56198)
H (-3.00136, -0.34081, -5.01248)
C (-0.66559, -0.34459, 4.26489)
H (-1.30869, -1.93521, 0.31814)
C (1.48127, -4.46211, 2.60055)
C (1.63330, -3.49535, 1.59319)
H (-2.63092, 1.81288, -1.95794)
C (2.54361, -2.81431, -0.54581)
H (-0.69565, 3.01509, 1.37975)
H (-2.18968, -2.84103, -4.13443)
H (3.04199, -3.03307, -1.48309)
H (-3.37330, -3.39877, -2.43228)
C (-1.72669, 1.77905, -2.56538)
C (2.75380, 3.58503, -0.79312)
H (2.72686, 3.20869, 5.24644)
N (1.27484, -1.21910, 0.84975)
Br (4.50648, 6.46550, 1.62166)
C (1.13351, -2.19953, 1.75516)
C (-1.69965, 0.57633, -3.51600)
C (-0.80788, -1.24811, 5.32944)
C (2.11818, -1.38162, -0.32115)
C (-0.61548, 0.89090, -4.55343)
H (-3.86350, 0.20397, -3.57240)
H (-1.02804, 0.66964, 4.35376)
N (1.86365, 1.91215, 2.29205)
H (-0.41634, -3.24272, 5.98576)
H (-1.51896, -3.35530, -0.68135)
H (-0.85315, 1.76907, -1.90922)
H (-2.82648, -2.84759, 0.40258)
C (-2.66792, -1.61698, -1.36925)
C (2.38761, 2.85485, 1.46067)
C (-3.35447, -0.42988, -0.68350)
H (3.00606, -0.75931, -0.18726)
H (-4.04359, -0.79758, 0.08667)
C (3.18172, 4.10118, 3.36213)
H (-0.49650, 0.09942, -5.29537)
H (-1.29863, -0.92947, 6.23853)
H (1.88199, -5.45346, 2.41902)
H (3.68429, 4.96090, 3.78382)
C (3.07023, 3.98687, 1.95826)
N (-0.07296, -0.66926, 3.13624)
H (3.81815, 0.15193, -1.65921)
In (0.28661, 0.61262, 1.11130)
Br (2.54109, 3.35559, -2.65875)
C (3.68073, -0.48596, -2.52525)
C (1.41238, -0.98772, -1.64542)
O (-1.13953, 2.91782, 3.80888)
N (0.14200, -0.98930, -1.67348)
C (-3.76276, -2.45707, -2.04492)



No. 2
Computed, not measured: an isolated molecule of C5H10N2 at a distorted geometry, with the ωB97M-V functional and the def2-TZVPD basis.

## Properties
HOMO-LUMO gap in eV: 8.874
2S+1: 1
Total energy in Ha: -305.76906
SMILES: C1CN2CC(C2)N1

Cartesian coordinates (Å):
H (-2.22389, 0.38047, -0.54421)
H (-0.00112, 0.35720, 1.56290)
C (1.05972, -0.30800, -1.01835)
C (-0.85255, -1.17883, -0.13720)
H (-1.45183, -1.64366, 0.77566)
C (0.96819, -0.06544, 1.07220)
H (1.84306, -0.19563, 2.06186)
N (0.62621, -1.23991, 0.15458)
H (0.43891, -0.21475, -1.86741)
H (1.81178, 1.75223, -0.37645)
N (-0.38423, 1.18861, -0.06099)
H (-2.05080, 0.25779, 1.13980)
H (-0.88898, -1.75596, -1.04312)
H (-0.72280, 2.06705, -0.70052)
H (2.13009, -0.56624, -0.98919)
C (-1.33362, 0.35977, 0.03412)
C (1.03185, 0.80530, -0.06368)



No. 3
Computed, not measured: a cluster of 8 separate species, C49H117N7O13 in total at a distorted geometry, with the ωB97M-V functional and the def2-TZVPD basis.

## Properties
HOMO-LUMO gap in eV: 8.817
2S+1: 1
Total energy in Ha: -3298.24438
SMILES: CC1(C)CCCC(C)(C)N1O.CC1(C)CCCC(C)(C)N1O.COCCNCCOC.COCCNCCOC.COCCNCCOC.COCCNCCOC.COCCNCCOC.CO

Cartesian coordinates (Å):
H (-1.52232, -1.54346, 2.29249)
H (-1.48887, -0.52103, 7.78060)
O (-6.10850, 0.87533, -2.01446)
C (1.47244, -0.09850, 4.27391)
H (-4.86714, 3.59923, -2.91182)
C (1.56786, -1.25813, 3.26459)
H (6.97412, -3.12938, -0.26767)
C (1.78129, 1.16741, 3.47222)
N (0.20431, 0.01213, 4.95882)
N (-3.92075, -1.22968, -1.56924)
C (7.72047, -2.63097, -0.91577)
H (2.76262, 0.83324, 5.73082)
H (8.64542, -4.87284, -2.60658)
H (-1.99621, 2.72710, -6.05891)
C (0.95479, -0.83783, 7.11642)
H (0.59217, -7.20378, 0.06120)
C (-0.98769, -3.60018, -1.20198)
H (-3.72316, 5.43170, -1.73443)
H (0.02969, 4.31517, -1.72990)
O (-3.35356, 1.58708, -5.02583)
H (-4.61761, -0.92908, 0.31023)
H (-1.44329, -3.27056, 2.63985)
H (10.15281, -4.88423, -0.53199)
C (-0.19543, -0.80956, 6.10297)
H (0.64858, -1.49772, 2.73147)
C (-0.48157, 1.55872, -1.49763)
O (-5.34139, 0.01589, 4.14555)
O (7.03968, -5.46630, -1.43778)
C (6.33657, -5.92295, -2.56065)
H (-1.50775, -2.31241, 5.18786)
C (-6.05387, -0.08325, -0.98716)
H (-4.58420, -0.38394, -3.43282)
H (-0.09302, -3.50402, -1.81496)
H (-1.06553, 2.97689, 3.49946)
H (0.95931, 0.10665, 7.67027)
H (6.91252, 1.30500, -1.30755)
H (-4.16234, 3.38781, -5.60522)
H (-1.81279, -3.14724, -1.75897)
H (-7.29000, 0.03141, 3.63948)
C (-1.73150, 3.84975, 3.56426)
H (-0.57005, -2.89114, 6.59161)
C (1.46384, 2.78169, -3.79561)
N (-3.18792, 4.59705, -3.59012)
H (-3.80703, 1.80567, 5.26648)
H (-4.11458, 1.97053, 2.63322)
H (-0.50257, 2.50767, 0.49660)
H (-4.04061, -0.54833, 2.69352)
C (-2.89051, 3.50658, 4.49459)
H (3.37348, 0.31639, -2.35099)
C (-4.02713, 0.02575, 3.63123)
H (-1.44703, 2.20183, -4.44410)
H (1.95144, -7.42380, -1.08066)
C (-3.93211, 3.36592, -3.43471)
C (2.31258, -1.10620, 6.48719)
C (1.78023, 1.75219, -2.70011)
H (-2.57758, 5.54999, 0.90371)
H (-2.26290, -0.13687, 6.18525)
H (-3.19044, -2.59787, -3.60060)
H (-0.69206, -5.42799, -2.84363)
C (-2.02204, 1.90377, -5.32955)
H (7.95235, -1.01935, 0.50832)
O (3.41697, 3.15086, -1.62337)
C (-3.47657, 1.40707, 3.32375)
H (0.88362, 6.81425, -3.96360)
H (2.93323, 3.88585, 0.74424)
H (-3.04402, -2.58006, 2.47133)
C (-0.03086, 7.17962, -3.50387)
H (-1.71972, 6.92568, -1.60317)
H (3.72287, 1.44638, -3.60387)
H (-2.26534, -4.96149, -0.47389)
C (2.57973, -0.16232, 5.32227)
C (7.69079, -1.16095, -0.55397)
H (2.32545, 3.43830, -3.94111)
H (-2.61466, 7.16224, -3.13517)
H (-3.00599, 5.91252, 2.57259)
H (-1.27039, 0.95300, 4.29031)
H (0.20964, 4.75406, -0.05280)
H (0.59423, 1.14587, 0.27854)
C (-0.84645, -2.82309, 0.06975)
H (-3.02646, -1.49865, -1.17703)
H (8.59527, -4.85625, 0.40884)
H (-2.61466, 3.85541, 5.49116)
H (6.53606, -5.29621, -3.44291)
H (6.63721, 1.04869, 0.44384)
C (2.08567, 3.19653, 0.82704)
N (9.06596, -3.15572, -0.75807)
C (-2.81706, 5.18348, -2.30473)
C (-7.40262, 1.20518, -2.39569)
H (3.15383, 3.91916, -2.15475)
C (9.09865, -4.60503, -0.53432)
H (-2.91714, -1.29242, -4.80070)
H (0.13540, 0.52960, -3.29624)
H (-6.62157, -0.98898, -1.24214)
C (-2.02344, -2.49653, 2.10898)
C (6.33172, 0.74360, -0.56583)
C (3.01372, -2.63447, -0.12045)
H (-1.69370, -7.86765, -2.68547)
H (-0.67385, -1.76096, -0.16629)
H (3.01725, -3.23755, 1.68955)
H (1.95219, -2.17549, 3.72343)
H (2.26757, -0.99672, 2.46284)
H (0.58975, 3.39222, -3.56108)
H (-0.86036, 2.39335, -2.10420)
N (2.24647, 2.38551, -1.45374)
C (-4.61756, -0.38319, -0.63936)
H (-1.08140, 0.95910, 6.90456)
H (1.47568, 3.57837, 1.64421)
O (0.11926, -7.64378, -1.92430)
C (0.17549, 2.03200, -0.21718)
C (2.91226, 0.84754, -3.18849)
H (-2.53233, 1.18513, 2.81340)
C (0.75195, 4.35875, -0.92029)
C (-1.23960, -7.24062, -1.91307)
C (-3.67781, -0.64235, -2.88713)
O (-0.85681, 6.07462, -3.23752)
C (8.42871, -5.38245, -1.65545)
H (-6.30035, -0.98054, 2.62151)
H (8.48764, -0.67174, -1.14060)
H (5.29332, 1.06105, -0.67616)
H (-6.20401, 0.85470, 2.47361)
H (-0.37282, -1.29667, -5.03460)
C (-6.32997, -0.00949, 3.12679)
C (1.34171, 2.99914, -0.48386)
H (3.14227, -1.07032, 7.19266)
O (-2.08932, 4.08764, 2.21643)
H (-1.33476, 0.89471, -1.34343)
H (9.44927, -2.69201, 0.05807)
C (0.57457, 0.87253, -2.35171)
C (-2.03999, 6.44549, -2.53936)
H (-0.03664, -3.25663, 0.67048)
H (8.88991, -6.37825, -1.71013)
O (-0.86430, 0.11161, 4.02431)
H (2.59071, 2.26713, 1.09423)
H (5.27286, -5.76037, -2.37114)
C (-4.19968, 2.67399, -4.76780)
H (1.48771, 5.12905, -1.17260)
H (-2.44284, -5.65750, -2.66161)
H (2.52264, 0.08618, -3.86542)
H (2.73098, -2.95500, -1.11618)
H (-5.23610, 2.33087, -4.76978)
H (0.14918, 7.78276, -2.60467)
O (-1.49924, -1.52793, -3.30665)
H (3.48020, -0.52365, 4.81672)
C (-1.35875, -0.08891, 6.78714)
H (-0.99735, -2.95781, -4.76739)
H (2.75772, 1.09858, 2.99908)
H (0.72382, -1.63148, 7.82969)
O (2.84698, -3.66341, 0.84423)
O (6.41429, -0.64423, -0.78675)
H (2.50585, -1.69000, 0.13888)
H (-1.56600, 1.02197, -5.77534)
H (1.03275, 1.31903, 2.68886)
H (0.30466, -2.29107, -3.76731)
H (7.26284, -2.79143, -1.89549)
H (-2.29190, 4.39132, -4.02791)
H (2.28512, -2.13202, 6.09251)
H (-3.17598, 0.33107, -2.77147)
N (-3.10770, 2.07260, 4.58326)
H (-2.28535, 4.47256, -1.65179)
H (-6.53512, 0.33868, -0.08732)
H (-1.70999, -7.58697, -0.97793)
H (-0.49977, 7.87347, -4.22066)
H (-3.46452, 2.63866, -2.74617)
C (-0.63354, -2.04932, -4.27644)
H (0.92959, -0.06102, -1.89763)
H (-1.08829, 4.62263, 3.99941)
O (-2.10092, -2.85310, 0.74295)
C (0.94300, -7.03197, -0.96387)
C (-2.86597, -1.55723, -3.74095)
H (1.27915, 2.30022, -4.75869)
H (-1.27887, 5.98089, 1.97622)
C (-1.47157, -5.77024, -2.15689)
H (-3.31773, -0.49844, 4.27331)
H (1.72951, 2.08723, 4.06299)
H (-7.98835, 0.34371, -2.75618)
H (-3.79162, 4.04285, 4.15592)
H (4.04630, -2.25056, -0.10955)
H (-7.36119, 1.90349, -3.22947)
H (-4.16135, 0.60604, -0.43497)
C (-0.54869, -2.25061, 5.71217)
H (0.98869, -5.94455, -1.09641)
H (0.15204, -2.63480, 4.97074)
C (-2.24148, 5.45788, 1.93594)
H (-7.96731, 1.62574, -1.55024)
H (6.50930, -6.97840, -2.78632)
N (-1.35703, -4.98575, -0.92147)



E_LUMO, respectively: 0.000, 0.030, 0.021 Eh.